# 1
The following is a DFT calculation (the ωB97M-V functional and the def2-TZVPD basis) of a 17-piece molecular cluster, C64H132O17 overall in a non-equilibrium geometry.

XYZ file:
```
213
Properties=species:S:1:pos:R:3
O 4.24402 -6.25467 4.14702
O -3.31797 -0.22113 3.67191
O 4.82309 5.30543 2.43568
O -0.43002 2.44473 7.69454
O 1.10664 -2.07189 -6.95389
O -0.01491 -4.80692 -3.36958
O -5.22719 -1.96239 -1.28658
O -3.74014 4.36260 1.54903
O 2.51225 2.07174 -1.69037
O 1.46536 0.32802 -0.07212
O -4.13712 3.93397 -5.22680
O 5.16705 -3.17035 -0.74388
O -6.33370 1.94477 2.51677
O 3.77713 -1.44579 5.37807
O 6.58580 0.89234 2.20007
O -4.36596 -0.18119 -6.47844
O -1.76521 -3.58351 0.70629
C 2.11501 -0.11151 -6.28082
C 7.17138 2.07813 1.61851
C 5.94204 0.19544 1.13518
C -3.93253 -1.68473 -0.89746
C -1.64358 4.21413 0.64940
C -2.63862 -1.44232 3.61495
C 2.54597 5.69372 1.86522
C -3.14328 4.50853 0.30268
C 1.34326 -5.16019 -3.57920
C -6.33564 2.32896 1.17727
C 4.02098 5.98019 1.45942
C 2.79203 2.06623 -3.09711
C 2.59604 4.28933 2.51611
C 5.50319 -3.08278 -2.12060
C -3.00171 2.76118 -3.66104
C 4.78350 -5.35820 2.04104
C -2.92442 -2.11063 4.90699
C -7.77891 2.42667 0.73448
C 5.32244 -6.22844 3.06076
C -0.80043 -3.68214 -0.36390
C 0.04188 -5.34552 -5.62263
C 4.11786 -0.81925 4.13697
C 6.44012 0.81313 -0.12616
C 2.89010 -0.07948 3.73151
C -2.71646 4.21632 -3.50780
C -4.53782 -0.35771 4.48534
C 2.42956 -1.20201 5.78620
C -4.33689 2.82122 -4.36316
C 2.41153 3.47692 -3.57708
C 0.28417 2.94860 6.48222
C -4.91325 0.18368 -1.85395
C 4.34824 -2.28494 -2.71232
C -0.54656 -4.29491 -4.62891
C -3.04777 4.80509 -4.81478
C -4.13253 -1.38744 5.51614
C 1.35837 3.87609 -2.56492
C -7.62255 1.41976 2.93438
C -3.71048 -0.19126 -1.15820
C -3.29974 -1.45904 -4.92806
C 2.04897 3.33045 -1.32504
C -1.82203 3.04130 1.63247
C 4.15328 4.07841 2.80099
C 6.61213 2.25294 0.17397
C -3.10466 3.40819 2.41400
C 1.35825 -1.39956 -8.14238
C 1.45743 -5.47118 -5.11940
C -0.52358 -0.15530 1.09044
C 2.31494 -0.23914 -7.76243
C 3.86873 -2.57093 -0.36900
C -1.82086 1.73288 5.98029
C 0.06759 0.41358 -0.19500
C 3.51146 -4.78585 2.61678
C 0.04461 -4.93182 -0.25393
C -8.53081 1.45601 1.65360
C -1.82525 2.35489 7.34027
C 3.66694 -4.88273 4.13017
C 2.15158 0.08645 5.02851
C 3.61084 -1.63992 -1.53146
C -0.71008 2.60658 5.40715
C -6.01253 -0.76256 -1.40527
C -1.54402 -4.74277 1.48552
C -4.69888 -1.15616 -5.53387
C 1.05858 -1.11143 -5.97576
C -0.12217 -5.19505 1.25357
H -8.07847 1.98873 3.74464
H -1.58320 -1.21882 3.45929
H -3.28479 -2.05567 -4.01597
H 2.66541 -5.40935 2.32772
H -7.50617 0.39092 3.27503
H -2.20456 4.80512 -5.50550
H -3.13425 2.35404 -2.65866
H 1.97801 5.83985 0.94644
H -1.18064 3.51845 5.03949
H 3.96259 -0.65354 -1.22907
H -4.63301 -0.02457 -2.88652
H 6.24094 -0.84468 1.00519
H 2.36991 -0.79166 3.09096
H 2.18223 -4.74854 -5.49429
H -8.53633 0.42017 1.31430
H 8.24881 1.91923 1.57378
H -3.76966 2.55221 2.52881
H -0.10232 -5.03961 -6.65884
H -1.35098 -3.70379 -1.30439
H 0.25876 -6.15669 1.59744
H -0.24969 2.12938 4.54204
H -2.73729 3.74455 3.38354
H 3.06836 -3.30991 -0.33150
H -3.89897 -2.04903 0.12931
H 2.05355 -4.47223 -3.12061
H 3.96170 -2.07077 0.59500
H 6.40679 -2.48257 -2.22719
H 3.05435 0.84628 3.18006
H 2.83506 4.03380 -1.05036
H -2.80388 0.03203 -1.72063
H 5.63859 2.74123 0.13046
H -6.40154 -0.57591 -0.40429
H 1.99347 3.60231 -4.57588
H 1.30564 4.96145 -2.65052
H 6.86744 3.00137 2.11180
H 6.29820 -5.98950 3.48372
H 2.12124 1.45239 -3.69823
H -2.99184 -2.04478 2.77806
H 1.90318 -6.42503 -5.40150
H 4.29784 5.44690 0.55000
H -9.57530 1.72916 1.80370
H -5.12419 1.24938 -1.76504
H 2.93886 -0.39678 -5.62660
H 5.77422 0.74209 -0.98617
H -3.28258 -2.44809 -1.32517
H 1.09727 -1.47178 -4.94777
H 0.44612 -1.09383 -8.65487
H -0.38788 -5.73784 -0.84670
H 2.54545 -1.65721 -1.76112
H -3.00195 -3.19513 4.82988
H 2.29522 6.35849 2.69185
H -5.20704 0.18073 -6.76687
H -2.67374 1.86760 5.31506
H 1.75160 -1.98055 5.43644
H -2.34681 1.77741 8.10356
H -5.12322 3.09041 -3.65794
H 5.42129 -7.22849 2.63858
H 2.69928 -4.87147 4.63178
H 3.77461 -3.02283 -3.27317
H 1.07009 -4.72624 -0.56091
H -2.72608 -0.54037 -4.80541
H -3.27717 4.75113 -2.74120
H 2.10798 0.67253 -8.32289
H -0.02913 0.42952 1.86607
H -0.94371 2.76421 2.21547
H -7.91476 2.28640 -0.33788
H -3.37064 5.80630 -4.52941
H -5.33044 -0.76838 3.85987
H 2.40894 -1.06223 6.86700
H -1.57843 0.11269 1.15032
H -2.72512 -2.04043 -5.64910
H -5.02893 -1.99585 5.63622
H -5.85748 1.50136 0.65332
H -4.56030 1.84372 -4.79058
H -3.50019 3.84492 -0.48493
H 3.28971 4.12227 -3.55625
H 7.34049 2.72268 -0.48704
H 4.29466 -1.54848 3.34636
H 4.86731 0.33343 1.25351
H -3.88169 -0.95657 6.48544
H -5.71382 3.22057 1.09679
H -4.87834 0.58891 4.90493
H -1.62240 -4.60849 2.56437
H 4.71171 -1.52020 -3.39873
H -2.33766 3.31683 7.35463
H -8.25852 3.38068 0.95342
H -1.15088 5.02594 1.18448
H -5.15076 -2.05768 -5.94758
H -1.63007 -4.29974 -4.51022
H 0.07520 -0.64784 -6.05412
H -2.27642 2.22995 -4.27735
H 2.15899 4.01862 3.47725
H 1.80375 1.05126 -0.60504
H 3.83171 1.82014 -3.31299
H -3.22104 5.55462 0.00642
H 1.46182 -6.04515 -2.95399
H -1.38655 0.73956 6.09344
H 0.40237 4.00357 6.72952
H 7.37647 0.43087 -0.53264
H -1.03304 3.93246 -0.20851
H -6.73766 -0.78441 -2.21878
H 3.22187 -3.76915 2.35112
H 0.35295 3.47942 -2.70592
H 1.25655 2.45717 6.44921
H 1.88031 0.90413 -5.96224
H 4.30776 3.90136 3.86537
H -0.32007 -0.26102 -0.95837
H 4.50612 -5.85741 1.11263
H -5.39905 -0.74854 -4.80468
H -3.70929 0.31322 -0.19197
H -0.35458 -1.22377 1.22418
H 5.00324 -0.22410 4.36060
H 2.08052 3.62645 1.82118
H 1.06377 0.08695 4.95943
H 4.50354 3.18436 2.28515
H -2.07771 2.14064 1.07431
H -1.67236 4.34140 -3.22093
H 1.47774 3.32418 -0.39673
H 3.33397 -0.52363 -8.02464
H -2.37438 -5.38447 1.19087
H -0.13533 -2.81976 -0.31874
H 0.54218 -4.49802 1.76434
H 5.54442 -4.59057 1.90020
H 4.40793 -4.24186 4.60800
H 2.51731 0.95351 5.57855
H 5.55450 -4.06241 -2.59578
H -0.21221 -3.28885 -4.88220
H 4.16300 7.05158 1.31779
H -0.18749 1.43812 -0.46583
H -2.04012 -1.98873 5.53249
H 1.89008 -2.07514 -8.81234
H -0.44421 -6.27614 -5.32979
```

Output
Total charge: 0
2S+1: 1
Kohn-Sham gap, eV: 9.40


# 2
The following is a DFT calculation (the ωB97M-V functional and the def2-TZVPD basis) of C23H20Cl2NdO4P as an isolated structure in a non-equilibrium geometry.

XYZ file:
```
51
Properties=species:S:1:pos:R:3
Nd 1.67541 -2.03781 0.11534
Cl 4.62250 -4.94762 1.55909
Cl 0.65154 -3.02657 -2.01866
P -0.19231 0.50654 -0.47984
O 2.18048 -3.79623 1.22746
O 4.73216 -3.75143 0.64880
O 3.80194 -6.02386 0.94906
O 4.16096 -4.54908 2.91166
C -0.24122 2.13286 1.78221
C -1.98886 0.24766 -0.31746
C 0.15188 2.04227 0.43281
C -4.72436 -0.33684 -0.19534
C 0.04733 -3.05033 1.86876
C -0.73801 1.88135 -4.34184
C 0.17338 3.20913 2.56313
C -0.23209 -1.70293 2.07758
C -2.47015 -1.02228 -0.69888
C 0.02648 0.95970 -2.23985
C 1.30870 4.16176 0.63980
C 0.92866 3.06610 -0.13591
C -2.89030 1.22060 0.13712
C 0.50230 1.58807 -4.92765
C 0.90483 -1.07902 2.73261
C 1.27428 0.67313 -2.83153
C -4.25640 0.92153 0.20121
C -3.82365 -1.31659 -0.63117
C 1.46535 -3.35407 2.36297
C 1.49987 0.96036 -4.16905
C 1.92204 -1.99861 2.89042
C 0.93819 4.23518 1.98940
C -0.98698 1.55171 -3.00426
H 0.69501 1.83964 -5.97267
H 1.66253 -4.16340 3.08844
H -1.76680 -1.77531 -1.05863
H -0.54659 -3.77309 1.31184
H -1.20902 -1.25236 1.94916
H 2.87833 -1.85874 3.39696
H 1.90667 4.95607 0.18956
H -1.51152 2.36528 -4.93422
H -0.09428 3.24590 3.62201
H -1.96014 1.75674 -2.56315
H -4.18184 -2.30925 -0.91940
H -4.95574 1.67346 0.56624
H 2.45625 0.69667 -4.62874
H -5.78975 -0.56419 -0.15699
H 0.84799 -0.08467 3.17313
H -0.88517 1.36995 2.22079
H -2.53312 2.20080 0.44329
H 1.22142 3.00222 -1.18180
H 2.08018 0.22632 -2.24324
H 1.26162 5.08330 2.59943
```

Output
⟨S²⟩: 3.756
Total charge: 0
2S+1: 4
Kohn-Sham gap (alpha / beta), eV: 5.37 / 5.38


# 3
The following is a DFT calculation (the ωB97M-V functional and the def2-TZVPD basis) of CHO2PS as an isolated structure in a non-equilibrium geometry.

XYZ file:
```
6
Properties=species:S:1:pos:R:3
S -1.17392 0.73252 -0.72704
P -1.04146 -1.24889 0.50248
O 1.06910 -0.53216 -0.09745
O -0.70501 -0.81122 1.82544
C 0.54248 0.47115 -0.56102
H 1.30881 1.38860 -0.94241
```

Output
Total charge: 0
2S+1: 1
Kohn-Sham gap, eV: 9.10


# 4
The following is a DFT calculation (the ωB97M-V functional and the def2-TZVPD basis) of C5H8O as an isolated structure.

XYZ file:
```
14
Properties=species:S:1:pos:R:3
O 2.85281 -0.69815 -0.44747
C 0.83262 -0.36331 0.52023
C 2.09892 0.12108 0.07277
C -1.41229 -0.26565 -0.09212
C -0.79404 1.08567 0.27877
C -0.14592 -1.08834 -0.37529
H -0.24073 -2.14529 -0.09920
H 2.42540 1.15110 0.33777
H -2.11782 -0.21510 -0.92767
H -0.41632 1.65864 -0.57012
H 0.08946 0.74006 1.01094
H 0.14327 -1.04167 -1.43465
H -1.94269 -0.67231 0.77550
H -1.37266 1.73327 0.95054
```

Output
Total charge: 0
2S+1: 1
Kohn-Sham gap, eV: 8.40


# 5
The following is a DFT calculation (the ωB97M-V functional and the def2-TZVPD basis) of CH7O3 as an isolated structure in a non-equilibrium geometry.

XYZ file:
```
11
Properties=species:S:1:pos:R:3
O 2.42892 0.75013 -0.90125
O -1.11395 -2.07725 1.17812
O 0.05188 -0.00091 0.13665
C -0.90557 0.93778 -0.26156
H -1.22809 1.39756 0.69928
H -0.57371 1.69624 -0.99087
H 2.93288 0.09629 -0.21727
H 1.51522 0.39689 -0.69985
H -0.51675 -1.07027 0.73884
H -1.95322 0.63671 -0.54524
H -0.63762 -2.76316 0.86315
```

Output
Total charge: -1
2S+1: 1
Kohn-Sham gap, eV: 8.46


# 6
The following is a DFT calculation (the ωB97M-V functional and the def2-TZVPD basis) of an isolated ion of composition C2H6NS2 and charge +1 in a non-equilibrium geometry.

XYZ file:
```
11
Properties=species:S:1:pos:R:3
S -1.08209 0.54061 1.85135
S -0.44153 2.05758 0.55802
N 1.17924 -0.31844 0.06421
C -1.10302 0.49393 0.09967
C -0.16646 -0.61764 -0.54265
H -0.57202 -1.63858 -0.33798
H 0.05870 -0.50891 -1.59356
H 1.96943 -0.73926 -0.31557
H 1.18943 0.65897 -0.23538
H 1.15814 -0.22329 1.10412
H -2.18983 0.29503 -0.65225
```

Output
SMILES: [NH3+]CC1SS1
Total charge: +1
2S+1: 1
Kohn-Sham gap, eV: 8.85